Entry 1:
This record from the OMol25 dataset describes C36H35B2F21O31SnV as an isolated structure in a non-equilibrium geometry. The level of theory is ωB97M-V/def2-TZVPD.

## Properties
Net charge   +2
Frontier orbital gap   4.5 eV
Maximum force   0.1217 hartree/bohr
Energy   -191297.5609 eV
LUMO   -9.52 eV
Multiplicity   2
Expectation value of S²   0.878

Each line ends with the Mulliken charge.
Cartesian coordinates (Å):
Sn 1.88935 5.72602 2.37480  1.746
O -6.21884 0.29884 -2.21877  -0.168
V -5.46469 1.11852 -3.33927  1.446
O -3.15450 -1.73857 -0.16536  -0.204
C -2.44118 -0.77590 -0.24693  0.233
O -1.29869 -0.41115 0.48851  0.258
B -0.70297 0.72372 -0.16846  0.956
O -1.64050 1.23598 -1.11786  -0.945
C -2.64028 0.43111 -1.27915  -0.574
O -3.61990 0.55433 -2.01103  1.303
O 0.55651 0.32052 -0.83772  -0.762
C 1.55159 0.94893 -0.27854  0.087
O 2.75165 0.88375 -0.62457  -0.649
C 1.01572 1.98057 0.82417  0.687
O -0.29046 1.81277 0.80747  -0.257
O 1.63094 2.92026 1.35615  -0.421
O -5.30660 2.91283 -1.45809  -0.723
C -4.72759 3.60914 -0.56674  0.206
O -4.03551 3.13839 0.43810  0.191
B -3.51782 4.23556 1.25466  1.337
O -4.03667 5.51845 0.65764  -0.576
C -4.64197 5.19278 -0.48344  0.375
O -5.14636 6.03559 -1.27835  -0.605
O -2.07800 4.24413 1.40472  -0.461
C -1.85350 4.24085 2.70727  0.556
O -0.78010 4.19255 3.32561  -0.567
C -3.27197 4.12679 3.50381  0.631
O -4.12887 3.99086 2.60389  -0.538
O -3.54789 4.10983 4.70079  -0.621
C -0.92084 -3.44489 -3.94348  -1.420
C -2.42394 -3.01950 -4.15090  0.850
O -3.29242 -3.71725 -3.34362  -0.280
C -4.39415 -3.14118 -2.79882  0.344
O -4.83973 -2.03683 -3.25088  -0.493
C -5.18922 -4.00786 -1.79541  0.680
F -4.57754 -5.19124 -1.54719  -0.256
F -5.55270 -3.29499 -0.71635  -0.074
F -6.21647 -4.44063 -2.46083  -0.245
H -0.57573 -3.30662 -2.91885  0.254
H -0.17296 -2.99433 -4.59600  0.376
H -0.70167 -4.51142 -3.99417  0.435
H -2.68415 -3.20629 -5.19276  0.255
H -2.59836 -1.94493 -4.09629  -0.587
C -1.93954 -1.39440 3.68126  -0.419
C -3.01336 -0.42424 3.79718  0.604
O -3.95733 -0.79400 2.88318  -0.105
C -5.03070 -0.02514 2.73112  0.331
O -5.19759 1.09011 3.32072  -0.589
C -6.14660 -0.72410 1.85718  0.976
F -6.02014 0.00260 0.70371  -0.334
F -5.94913 -2.03826 1.56899  -0.218
F -7.32419 -0.52224 2.26619  -0.239
H -2.09528 -2.26429 4.31932  0.606
H -1.00763 -0.87969 3.91522  -0.059
H -1.75853 -1.80771 2.68903  -0.475
H -2.55199 0.49679 3.44088  -0.611
H -3.33885 -0.07094 4.77562  0.559
C 5.76926 -1.09270 0.67077  -0.435
C 5.96624 -1.90355 -0.62876  -0.529
O 6.59907 -3.16524 -0.25166  -0.277
C 5.78833 -4.23339 0.01794  0.310
O 4.60868 -4.17434 0.40768  -0.434
C 6.38775 -5.59369 -0.34894  0.844
F 6.12595 -5.90474 -1.58967  -0.239
F 7.68700 -5.75505 -0.13284  -0.241
F 5.78212 -6.44216 0.48944  -0.243
H 6.76634 -0.78957 0.99025  0.417
H 5.22861 -1.66187 1.42698  0.204
H 5.23314 -0.15179 0.54684  -0.083
H 6.78598 -1.37534 -1.11570  0.333
H 5.05742 -1.86981 -1.22962  0.345
C 6.53677 2.99370 0.50176  -0.984
C 5.50115 3.15743 -0.65693  0.254
O 5.62456 4.38334 -1.31399  -0.313
C 4.91812 5.52464 -0.87304  0.337
O 4.06815 5.48293 0.02998  -0.489
C 5.33903 6.92143 -1.57019  0.758
F 4.17111 7.55991 -1.83116  -0.218
F 6.00947 7.67466 -0.66089  -0.233
F 6.16515 6.76664 -2.58124  -0.185
H 6.63299 1.96773 0.85703  0.158
H 6.36936 3.67106 1.33917  0.251
H 7.55808 3.32230 0.30926  0.421
H 4.49796 2.91079 -0.30927  -0.013
H 5.66297 2.39503 -1.41895  0.298
C 0.44833 1.67595 5.78597  -1.407
C 1.06393 1.74327 4.39380  1.275
O 2.40777 1.28421 4.43291  -0.252
C 3.55149 2.07557 4.17089  0.508
O 3.58854 3.31259 4.13190  -0.624
C 4.84176 1.21452 4.05552  0.900
F 4.55180 -0.07494 4.11187  -0.253
F 5.48238 1.57429 2.90404  -0.177
F 5.70216 1.43821 5.02916  -0.255
H 1.05119 1.94983 6.65179  0.368
H 0.34065 0.59206 5.82716  0.436
H -0.56512 2.07503 5.82791  0.328
H 1.03263 2.73914 3.95181  -0.075
H 0.48856 1.07276 3.75546  -0.610
C -1.69723 -4.69505 0.20325  -0.310
C -0.34623 -5.16897 0.65702  -0.681
O 0.56150 -4.00722 0.65541  -0.104
C 0.79292 -3.41328 1.87102  0.127
O 0.22793 -3.73249 2.90381  -0.606
C 1.82743 -2.25952 1.72987  1.049
F 2.26690 -2.20089 0.48780  -0.165
F 1.17148 -1.08614 1.88204  -0.191
F 2.77728 -2.38736 2.66038  -0.193
H -2.06507 -3.79376 0.69361  -0.105
H -2.45169 -5.48036 0.24977  0.494
H -1.61074 -4.45767 -0.85708  0.013
H 0.05800 -5.95569 0.02003  0.397
H -0.40881 -5.58923 1.66080  0.374
C -0.50394 0.19132 -4.21074  -0.138
C -1.39951 0.69042 -5.41311  -0.654
O -2.20601 -0.44418 -5.83368  -0.179
C -3.58574 -0.30535 -5.93722  0.561
O -4.29457 0.33098 -5.17896  -0.774
C -4.28623 -1.34107 -6.97785  0.760
F -3.33360 -2.12532 -7.47985  -0.198
F -5.24280 -2.04228 -6.32690  -0.167
F -4.82530 -0.68074 -8.01712  -0.238
H 0.46562 -0.16845 -4.55512  0.478
H -0.92607 -0.66847 -3.69048  -0.299
H -0.31273 0.92591 -3.42849  0.069
H -0.85379 1.06569 -6.27883  0.358
H -2.00596 1.54434 -5.11121  0.340

=====

Entry 2:
This record from the OMol25 dataset describes C36H54NaP3Si as an isolated structure. The level of theory is ωB97M-V/def2-TZVPD.

## Properties
Frontier orbital gap   5.3 eV
Maximum force   0.0096 hartree/bohr
Energy   -78369.7804 eV
LUMO   -0.12 eV
Multiplicity   1

Each line ends with the Mulliken charge.
Cartesian coordinates (Å):
Na -0.25582 -0.10238 -1.80296  0.158
C -4.13523 -3.36409 -0.34566  -1.753
C -2.81233 -2.74893 -0.79295  0.569
C -1.65737 -3.38388 -0.01562  -1.328
P -2.73001 -0.87665 -0.69240  0.805
C -4.40247 -0.39338 -1.35082  0.440
C -4.59996 1.11695 -1.22473  -1.568
C -4.48782 -0.82231 -2.81621  -1.648
C -2.87796 -0.59739 1.13602  -0.337
C -4.12911 -0.56103 1.75982  -0.446
C -4.24452 -0.32395 3.11973  -0.870
C -3.10140 -0.11902 3.88302  -0.963
C -1.85485 -0.15809 3.27607  -0.281
C -1.69848 -0.40370 1.90455  0.778
Si -0.03697 -0.34809 0.92126  0.465
C 0.86157 1.24110 1.57990  0.108
C 1.56031 1.27055 2.79726  -0.466
C 2.28354 2.38029 3.20830  -0.931
C 2.34882 3.50386 2.39411  -0.906
C 1.66766 3.51054 1.18624  -0.527
C 0.91881 2.40310 0.77719  0.466
P -0.05358 2.42318 -0.78552  0.752
C -1.46365 3.57240 -0.36388  0.562
C -2.21067 3.04646 0.86299  -1.680
C -1.10529 5.04161 -0.16357  -1.716
C 0.97935 3.46117 -1.93224  0.480
C 2.31057 2.78381 -2.24963  -1.456
C 0.18186 3.72384 -3.21088  -1.634
C 1.09626 -1.76957 1.56660  0.903
C 0.78261 -2.62406 2.63290  -0.548
C 1.50508 -3.78516 2.88417  -0.883
C 2.57946 -4.12319 2.07561  -1.115
C 2.93133 -3.28499 1.02460  -0.806
C 2.21443 -2.11739 0.75683  0.110
P 2.61905 -0.96029 -0.63000  0.891
C 4.38480 -0.44657 -0.35765  0.528
C 5.40972 -1.46861 0.13623  -1.833
C 4.39137 0.74340 0.60832  -1.183
C 2.64253 -1.99086 -2.19460  0.660
C 3.77035 -2.98674 -2.45569  -1.653
C 1.28772 -2.69365 -2.37235  -1.278
H -4.06980 -4.45500 -0.39460  0.505
H -4.97893 -3.05908 -0.96570  0.332
H -4.35787 -3.09790 0.69134  0.285
H -2.66862 -2.96402 -1.85706  0.670
H -1.76882 -3.20614 1.05773  0.203
H -0.68381 -2.98456 -0.30189  -0.190
H -1.64901 -4.46611 -0.17461  0.667
H -5.19814 -0.90155 -0.80233  0.436
H -3.80747 1.65318 -1.75658  0.199
H -4.58451 1.45167 -0.18694  0.258
H -5.55485 1.41748 -1.66429  0.521
H -3.65210 -0.41403 -3.39229  0.265
H -5.40877 -0.45207 -3.27362  0.459
H -4.47269 -1.90712 -2.93385  0.338
H -5.03245 -0.70517 1.18002  0.260
H -5.22378 -0.29262 3.58217  0.434
H -3.18717 0.07579 4.94571  0.419
H -0.97293 0.02818 3.88222  0.401
H 1.56136 0.38361 3.42470  0.313
H 2.81408 2.36609 4.15363  0.387
H 2.93032 4.36680 2.69503  0.378
H 1.73445 4.38787 0.55346  0.241
H -2.13666 3.49292 -1.22374  0.492
H -1.61629 3.19724 1.76791  0.281
H -2.43463 1.98114 0.79819  0.039
H -3.15552 3.58360 0.98277  0.614
H -0.41828 5.17026 0.67609  0.271
H -2.01238 5.60636 0.07169  0.492
H -0.65822 5.49789 -1.04722  0.359
H 1.18851 4.42417 -1.46178  0.437
H 2.16077 1.81186 -2.73222  0.198
H 2.90708 2.60540 -1.35411  0.088
H 2.89553 3.40243 -2.93563  0.555
H -0.08501 2.78785 -3.71038  0.292
H 0.76925 4.31367 -3.91913  0.443
H -0.74700 4.26378 -3.01810  0.358
H -0.06775 -2.39025 3.26641  0.364
H 1.22563 -4.43060 3.70899  0.408
H 3.14298 -5.02969 2.25913  0.417
H 3.77971 -3.55518 0.41073  0.331
H 4.68542 -0.08599 -1.34972  0.579
H 5.17794 -1.77382 1.15822  0.370
H 6.39928 -1.00184 0.15253  0.480
H 5.47930 -2.36693 -0.47269  0.311
H 4.10925 0.41422 1.61164  0.353
H 3.69217 1.53051 0.32257  -0.094
H 5.39536 1.17162 0.67170  0.569
H 2.71879 -1.21495 -2.96571  0.479
H 3.77663 -3.79829 -1.72566  0.252
H 4.74809 -2.50769 -2.44854  0.333
H 3.63640 -3.44207 -3.44201  0.513
H 1.14211 -3.44995 -1.59855  0.229
H 1.23205 -3.18580 -3.34596  0.575
H 0.43129 -2.01546 -2.30397  -0.036

=====

Entry 3:
This record from the OMol25 dataset describes a 2-piece molecular cluster, C5H13NO2 overall in a non-equilibrium geometry. The level of theory is ωB97M-V/def2-TZVPD.

## Properties
Energy above the lowest of the compared OMol25 structures with the same formula, charge and spin   26.3 kcal per mole
Frontier orbital gap   10.2 eV
SMILES string   CCN(C)C(C)=O.O
Maximum force   0.0394 hartree/bohr
Energy   -10980.7378 eV
LUMO   0.64 eV
Multiplicity   1

Each line ends with the Mulliken charge.
Cartesian coordinates (Å):
C -1.31003 -1.85945 1.35852  -1.417
C -1.39999 -0.69310 0.36944  -0.136
N -0.18670 0.19897 0.37163  0.097
C 1.05713 -0.26392 0.98834  -0.745
C -0.04187 1.07269 -0.66841  0.624
C -1.28755 1.46198 -1.45102  -1.193
O 0.98389 1.71019 -0.86925  -0.643
H -0.96707 -2.77522 0.87010  0.325
H -0.69529 -1.57028 2.19958  0.416
H -2.31261 -2.08164 1.71026  0.392
H -2.14855 -0.04399 0.81125  0.293
H -1.61231 -0.97896 -0.64655  0.295
H 1.29560 0.34499 1.85824  0.243
H 1.89967 -0.14549 0.30904  -0.004
H 1.03598 -1.29849 1.30082  0.428
H -1.82517 2.18494 -0.85317  0.289
H -0.92107 1.98686 -2.32424  0.342
H -1.93435 0.66300 -1.77873  0.411
O 3.66397 0.66603 -1.55724  -0.654
H 2.71857 0.57646 -1.33527  0.305
H 3.98776 0.84443 -0.66333  0.332

=====

Entry 4:
This record from the OMol25 dataset describes C4H9N3O as an isolated structure in a non-equilibrium geometry. The level of theory is ωB97M-V/def2-TZVPD.

## Properties
Energy above the lowest of the compared OMol25 structures with the same formula, charge and spin   68.9 kcal per mole
Frontier orbital gap   10.1 eV
Maximum force   0.0963 hartree/bohr
Energy   -10809.4744 eV
LUMO   0.85 eV
Multiplicity   1

Each line ends with the Mulliken charge.
Cartesian coordinates (Å):
C 0.76052 -0.82744 -1.03859  0.371
C -0.53978 1.12994 -0.12172  -0.088
C 0.28461 1.09521 1.18890  -0.410
C -1.60950 0.45758 0.84321  -0.538
H 1.04115 -2.47304 -0.04077  0.267
H -0.54356 -1.83332 -0.03989  0.169
H 2.27038 -1.85011 -1.64188  0.215
H 0.61693 0.79065 -1.83432  0.304
H -0.92789 1.95680 -0.64261  0.554
H 1.21948 0.52963 1.21914  0.326
H 0.62126 2.12349 1.48657  0.268
H -2.47420 1.10957 0.95206  0.281
H -1.98332 -0.52978 0.60295  0.269
N 0.39957 -1.66608 0.09784  -0.408
N 1.73404 -0.94501 -1.85278  -0.720
N -0.10860 0.29685 -1.19271  -0.462
O -0.76109 0.63507 2.01462  -0.397

=====

Question: LUMO of number 3 (C5H13NO2)?
Answer: 0.64 eV